23
Properties=species:S:1:pos:R:3:forces:R:3:mulliken_charge:R:1 method="wB97M-V/def2-TZVPD" charge=+2 mol_weight_g_mol=177.16 e_homo_ev=-16.9 e_tot_ha=-657.70871 orbital_gap_ev=10.0 lumo_energy_ev=-6.956 relative_energy_kj_mol=69.9
C 0.75381 -1.21915 0.44478 1.95 -1.40 -1.52 0.5129
C -1.25116 0.21168 -0.03748 0.55 -1.21 -1.05 0.9004
C 3.91300 1.41365 -0.49936 -0.31 0.17 -0.49 -0.1211
C -2.49992 0.31279 -0.57575 2.49 0.19 2.46 -1.1744
N -0.38448 -0.95305 -0.22391 -3.86 0.65 0.03 0.4789
N 2.77375 1.34025 -0.58561 3.07 -0.27 1.04 0.1408
N 1.02615 -0.66169 1.63835 0.81 -0.40 -2.23 -0.3566
N 1.66957 -2.02611 -0.11111 1.26 0.14 0.33 -0.4325
N -3.24580 1.51522 -0.12120 1.35 -1.21 -3.63 -0.1221
O 1.62445 1.11112 -0.41137 -2.94 0.07 -0.61 -0.5726
O -0.70400 1.21548 0.56381 -1.90 1.47 1.17 -0.5283
O -0.82161 -1.71362 -1.29353 3.08 0.30 -1.25 -0.5238
H 4.95908 1.34809 -0.39474 0.67 0.29 -0.21 0.5255
H -2.86459 -0.46371 -1.17371 -1.33 -0.32 -0.60 0.3665
H 2.01071 -0.71198 1.91139 -0.91 0.06 0.62 0.2083
H 0.23776 -0.63282 2.21380 -0.70 0.35 1.84 0.2726
H 1.73717 -2.48198 -0.99919 -1.63 0.25 -0.96 0.2482
H 2.65944 -2.06633 0.16337 -0.91 0.31 1.22 0.2416
H -1.67196 -2.15144 -1.29466 -0.69 -0.26 1.59 0.3677
H -2.59215 2.25224 0.05996 0.91 1.33 -1.20 0.3481
H -3.59030 1.50671 0.76901 -2.30 -1.23 3.16 0.3120
H -3.95369 1.68384 -0.84057 -0.08 0.84 0.41 0.3738
H 0.21479 1.17081 0.79774 1.40 -0.12 -0.10 0.5343